Record 1
The following is a DFT calculation (ωB97M-V/def2-TZVPD) of an isolated molecule of C18H22N2O2S at a distorted geometry.

```
45
Properties=species:S:1:pos:R:3:forces:R:3
C -5.394 -1.805 -0.284 0.2 -0.1 -0.1
C -3.925 -2.206 -0.212 0.0 0.1 0.2
C -3.045 -1.152 0.461 -0.1 0.0 -0.3
C -2.918 0.134 -0.352 0.2 -0.1 0.4
C -1.966 1.125 0.311 -0.2 0.0 -0.2
C -1.811 2.416 -0.474 0.4 -0.1 0.0
S -1.148 2.162 -2.157 0.1 0.2 -0.1
C 0.363 1.271 -1.950 -0.1 0.4 0.6
C 1.263 1.368 -0.947 0.1 -0.8 -0.9
C 1.178 2.286 0.106 -0.3 0.6 0.3
N 1.151 3.040 0.973 0.0 0.2 0.2
C 2.514 0.506 -0.987 -0.1 -0.1 0.1
C 3.046 0.255 0.403 0.1 0.0 -0.1
C 4.370 0.529 0.720 -0.2 -0.1 0.0
C 4.860 0.297 1.988 0.0 -0.1 0.4
C 4.023 -0.214 2.975 -0.1 0.0 -0.3
O 4.539 -0.426 4.213 0.1 0.0 0.2
C 2.696 -0.492 2.667 0.1 0.0 0.1
C 2.218 -0.260 1.392 0.1 0.0 0.0
C 2.204 -0.816 -1.694 0.1 0.1 -0.1
C 1.509 -0.609 -3.020 0.4 -0.3 0.2
O 1.671 -1.293 -4.001 0.0 -0.1 -0.1
N 0.596 0.414 -3.011 -0.4 0.4 -0.3
H -5.771 -1.566 0.708 -0.1 0.0 0.1
H -5.987 -2.623 -0.687 -0.1 0.0 0.0
H -5.534 -0.940 -0.926 -0.1 0.1 -0.1
H -3.551 -2.398 -1.221 0.1 -0.1 0.0
H -3.842 -3.137 0.352 0.0 -0.1 -0.1
H -3.454 -0.918 1.446 0.0 0.0 0.1
H -2.048 -1.573 0.611 0.0 0.0 0.1
H -3.898 0.603 -0.460 -0.1 0.0 -0.1
H -2.554 -0.109 -1.353 -0.1 0.0 0.0
H -2.340 1.388 1.303 0.0 0.0 0.1
H -0.986 0.663 0.449 0.0 0.0 0.1
H -2.782 2.875 -0.667 0.0 0.0 -0.1
H -1.173 3.129 0.044 -0.2 0.0 0.0
H 3.278 1.045 -1.565 0.0 -0.1 0.1
H 5.027 0.933 -0.036 0.1 0.1 -0.1
H 5.886 0.511 2.238 0.1 0.0 0.0
H 3.852 -0.758 4.804 0.1 0.0 -0.1
H 2.037 -0.887 3.429 -0.1 0.0 0.1
H 1.182 -0.479 1.174 -0.1 0.0 0.0
H 1.535 -1.421 -1.073 0.0 0.0 0.0
H 3.116 -1.390 -1.856 -0.1 0.0 -0.1
H 0.014 0.521 -3.833 0.1 -0.2 0.1
```
Forces are in eV/Å.

Results
relative energy (zero: lowest compared OMol25 entry of this formula, charge and spin): 19.3 kcal per mole
frontier orbital gap: 8.86 eV
largest force on an atom: 0.0224 hartree/bohr
HOMO: -8.5990 eV
lowest unoccupied orbital energy: 0.0096 hartree
SMILES: CCCCCCSC1=C(C#N)[C@@H](c2ccc(O)cc2)CC(=O)N1

Atom charges from the Löwdin analysis, given in e for atoms 1 to 6: C -0.11; C -0.27; C -0.23; C -0.23; C -0.26; C -0.44



Record 2
The following is a DFT calculation (ωB97M-V/def2-TZVPD) of an isolated molecule of C18H22N2O3S at a distorted geometry.

```
46
Properties=species:S:1:pos:R:3:forces:R:3
C 1.906 -3.695 4.328 -0.2 0.0 -0.1
C 0.848 -3.842 3.238 0.4 -0.5 0.2
N 0.761 -2.722 2.322 0.9 0.1 -0.7
C -0.078 -1.585 2.628 -0.1 0.5 0.1
C 0.398 -0.691 3.771 -0.1 -0.1 -0.1
S 2.126 -2.379 1.424 -0.7 0.0 -0.1
O 2.831 -1.231 1.920 -0.2 0.1 -0.2
O 2.849 -3.604 1.260 -0.1 -0.3 0.0
C 1.364 -1.954 -0.146 0.3 0.0 0.4
C 0.737 -2.964 -0.850 -0.1 -0.1 -0.2
C 0.143 -2.674 -2.067 0.0 -0.1 0.1
C 0.164 -1.377 -2.557 0.1 0.2 0.1
C 0.789 -0.361 -1.840 0.1 -0.3 0.1
C 0.868 1.049 -2.338 -0.2 -0.2 -0.1
O 1.828 1.760 -2.123 0.2 0.1 0.2
N -0.209 1.457 -3.052 -0.2 0.0 -0.2
C -0.341 2.817 -3.535 0.1 0.1 -0.1
C -1.374 3.584 -2.751 0.0 0.0 -0.1
C -2.495 4.121 -3.367 0.1 0.0 0.0
C -3.439 4.811 -2.626 -0.1 0.1 0.0
C -3.274 4.962 -1.260 -0.1 0.1 0.0
C -2.159 4.424 -0.637 0.1 0.0 0.1
C -1.214 3.740 -1.379 0.0 0.0 0.0
C 1.409 -0.664 -0.630 0.1 0.1 0.0
H 1.970 -4.618 4.900 0.1 -0.1 0.1
H 2.869 -3.501 3.864 0.1 0.0 0.1
H 1.675 -2.880 5.007 0.0 0.1 0.1
H -0.144 -3.993 3.673 0.0 0.0 -0.1
H 1.100 -4.711 2.625 -0.2 -0.1 0.2
H -0.119 -0.996 1.707 -0.2 0.1 0.1
H -1.087 -1.961 2.834 0.1 0.0 -0.1
H 1.442 -0.435 3.617 0.0 0.1 0.1
H -0.193 0.222 3.787 -0.1 0.1 0.0
H 0.285 -1.187 4.731 0.0 0.0 0.1
H 0.741 -3.962 -0.443 -0.1 -0.2 0.0
H -0.333 -3.456 -2.638 0.0 -0.1 0.0
H -0.280 -1.168 -3.520 0.0 0.0 -0.1
H -1.033 0.879 -3.083 0.1 0.0 0.1
H 0.645 3.277 -3.415 -0.1 -0.1 -0.1
H -0.602 2.799 -4.598 0.1 0.1 0.1
H -2.627 4.006 -4.434 0.0 0.0 -0.1
H -4.305 5.231 -3.116 -0.1 0.0 0.0
H -4.011 5.499 -0.682 -0.1 0.0 0.0
H -2.025 4.543 0.428 0.0 0.0 0.1
H -0.338 3.328 -0.899 0.1 -0.1 0.1
H 1.929 0.102 -0.075 0.0 0.1 0.0
```
Forces are in eV/Å.

Results
relative energy (zero: lowest compared OMol25 entry of this formula, charge and spin): 32.9 kcal per mole
frontier orbital gap: 9.65 eV
largest force on an atom: 0.0217 hartree/bohr
HOMO: -9.3194 eV
lowest unoccupied orbital energy: 0.0120 hartree
SMILES: CCN(CC)S(=O)(=O)c1cccc(C(=O)NCc2ccccc2)c1

Atom charges from the Löwdin analysis, given in e for atoms 1 to 6: C -0.07; C -0.25; N -0.27; C -0.25; C -0.07; S 0.67



Record 3
The following is a DFT calculation (ωB97M-V/def2-TZVPD) of an isolated molecule of C18H22N2O3S2.

```
47
Properties=species:S:1:pos:R:3:forces:R:3
C -0.145 -0.254 -1.801 -0.1 0.1 0.1
C -0.632 0.187 -0.417 0.3 -0.1 -0.2
N -1.552 -0.748 0.199 -0.4 0.1 0.0
C -1.202 -1.720 1.084 0.2 0.0 0.1
O -2.033 -2.460 1.580 -0.1 -0.3 0.2
C 0.248 -1.860 1.501 0.3 -0.3 -0.1
S 1.347 -2.535 0.215 -0.1 -0.2 0.2
C 2.535 -1.244 0.055 -0.3 0.4 0.4
C 3.612 -1.464 -0.827 0.3 0.2 -0.1
C 4.561 -0.491 -0.983 -0.3 -0.2 0.0
C 5.719 -0.691 -1.906 0.0 0.0 0.0
C 4.412 0.718 -0.240 -0.4 0.0 0.3
C 5.315 1.796 -0.309 0.1 0.1 0.0
C 5.110 2.931 0.430 0.2 0.0 -0.2
C 3.994 3.042 1.270 -0.2 -0.1 0.1
C 3.096 2.015 1.363 0.1 0.2 0.0
C 3.285 0.837 0.617 0.5 0.1 -0.3
N 2.371 -0.150 0.744 -0.1 -0.4 0.0
C -2.983 -0.568 -0.009 0.1 -0.4 -0.1
C -3.397 -0.358 -1.471 0.3 -0.3 0.0
C -4.892 -0.139 -1.453 0.1 0.5 0.6
S -5.018 1.128 -0.146 -0.2 0.0 0.2
O -4.756 2.419 -0.721 0.4 0.1 -0.3
O -6.217 0.978 0.627 -0.1 -0.4 0.2
C -3.545 0.598 0.800 -0.6 0.0 -0.4
H 0.735 0.326 -2.070 0.1 0.1 -0.1
H 0.129 -1.305 -1.791 0.0 0.0 0.0
H -0.899 -0.104 -2.567 -0.1 0.0 -0.1
H 0.236 0.320 0.230 -0.2 0.1 0.0
H -1.130 1.157 -0.499 0.0 0.0 0.1
H 0.703 -0.916 1.804 -0.1 -0.1 0.0
H 0.267 -2.573 2.326 -0.1 0.2 -0.1
H 3.666 -2.401 -1.358 0.1 -0.1 -0.1
H 5.660 -1.666 -2.383 0.0 0.0 0.0
H 5.727 0.076 -2.679 0.1 0.0 -0.1
H 6.658 -0.628 -1.356 0.1 0.0 0.0
H 6.178 1.724 -0.952 0.1 0.0 -0.1
H 5.811 3.749 0.368 0.1 0.0 0.0
H 3.849 3.944 1.844 0.0 0.1 0.1
H 2.231 2.078 2.006 -0.1 0.0 0.1
H -3.443 -1.498 0.348 0.0 0.3 -0.1
H -2.932 0.544 -1.873 0.1 0.0 -0.1
H -3.108 -1.217 -2.077 0.0 0.1 0.0
H -5.291 0.259 -2.379 -0.1 0.1 0.0
H -5.452 -1.011 -1.129 -0.1 -0.1 0.1
H -3.852 0.314 1.800 -0.1 0.0 0.1
H -2.871 1.449 0.838 0.0 0.1 -0.1
```
Forces are in eV/Å.

Results
relative energy (zero: lowest compared OMol25 entry of this formula, charge and spin): 2.6 kcal per mole
frontier orbital gap: 8.51 eV
largest force on an atom: 0.0159 hartree/bohr
HOMO: -8.6064 eV
lowest unoccupied orbital energy: -0.0037 hartree
SMILES: CCN(C(=O)CSc1cc(C)c2ccccc2n1)[C@@H]1CCS(=O)(=O)C1

Atom charges from the Löwdin analysis, given in e for atoms 1 to 6: C -0.07; C -0.19; N -0.02; C -0.50; O 0.05; C -0.33



- What is the HOMO in the second record?
  -9.3194 eV